1.
A structure of composition C48H47AsBF15GeN6PdS4 at a distorted geometry. Source: the OMol25 dataset; level of theory: wB97M-V/def2-TZVPD.

Calculated values
Kohn-Sham gap (spin up / spin down)	6.88 / 5.63	eV
net charge	0
2S+1	3

```
124
Properties=species:S:1:pos:R:3:forces:R:3:lowdin_spin:R:1
H 2.93173 1.01006 -4.88136 -0.025 -0.023 -0.070 0.00
S -0.66904 -2.22149 0.89221 -0.134 0.025 -0.043 0.07
C -3.32598 -6.54169 3.15295 0.066 0.011 -0.061 0.00
F 0.36235 -5.84926 -5.22796 -0.005 -0.036 -0.091 0.00
H 1.40628 -1.99082 -2.19370 -0.051 -0.023 0.183 0.00
C 0.23161 -4.95082 -1.19225 -0.245 0.327 0.297 0.00
N 1.93259 0.76111 -2.38653 -0.178 0.274 0.201 0.10
C -2.06611 6.65615 1.86344 0.012 -0.025 -0.099 0.00
H 3.97431 1.74855 4.55093 -0.037 -0.013 -0.051 0.00
C -6.11431 1.77686 -4.18365 -0.010 -0.022 -0.011 0.00
C 2.07622 5.66824 0.50338 0.140 0.061 -0.038 0.00
F 5.68870 -5.23430 2.80438 0.090 0.005 0.055 0.00
H -7.11992 1.80033 -4.58276 0.007 -0.011 -0.011 0.00
H -5.30644 0.65222 -5.82324 0.004 0.006 -0.002 0.00
F -2.65584 -5.28701 5.02716 -0.021 0.024 0.021 0.00
F 2.46983 -6.45160 -3.63500 0.025 0.005 -0.023 0.00
H 2.24469 -0.56907 6.52058 -0.029 -0.016 -0.017 0.00
C 0.09247 4.70064 0.59081 0.175 0.328 0.209 0.04
H 3.33774 3.42336 0.15748 0.106 0.066 0.127 0.00
H -2.01219 8.82902 0.21375 -0.013 -0.003 0.015 0.00
F -3.93277 -7.81077 1.26912 -0.013 -0.046 0.015 0.00
F -1.92656 -6.75402 -0.14537 -0.057 0.038 -0.150 0.00
H 3.14994 5.72026 0.47944 -0.025 0.010 -0.040 0.00
F -1.86975 -4.71626 -4.16694 -0.029 -0.040 -0.005 0.00
S -1.10613 3.51352 0.77014 -0.336 -0.154 -0.136 0.30
C 3.28620 1.88909 3.73987 0.134 -0.014 0.046 0.01
N -0.09060 6.05644 0.52919 0.133 -0.300 -0.080 0.02
C -2.48797 -5.61018 3.74323 0.026 0.050 0.023 0.00
H -6.61904 2.90584 -2.43438 0.010 -0.034 0.030 0.00
H -0.53887 1.03203 4.74740 -0.091 0.025 -0.068 0.00
N 1.67834 2.23228 -0.71224 -0.096 0.026 -0.171 0.11
H 1.23199 2.09033 -3.93656 -0.058 0.027 0.108 0.00
N 2.29783 2.45392 1.84999 -0.100 -0.115 0.270 0.02
C -5.83230 2.39192 -2.97268 -0.054 0.032 0.022 0.00
C 2.28064 0.14685 -4.73245 0.036 0.022 -0.022 0.00
C -3.12273 0.47370 0.04350 -0.013 0.074 0.071 0.00
H 0.42164 -1.30691 -3.50269 -0.096 -0.049 0.057 0.00
H -1.39721 1.62000 -3.41388 0.066 -0.013 0.042 0.00
H -4.11923 0.49123 -0.39696 0.024 0.010 -0.033 0.00
B 2.21556 3.11382 0.45723 -0.194 -0.138 -0.036 0.01
C 2.90640 -3.93925 0.93274 -0.179 -0.198 0.047 0.00
C -5.09729 1.13710 -4.87826 -0.023 0.016 0.017 0.00
C -1.06879 8.28949 0.27021 0.070 -0.043 0.035 0.00
Ge 0.04391 -4.22459 0.68238 0.326 -0.660 -0.087 0.01
H 2.15424 -1.40393 3.61844 -0.005 -0.020 -0.016 0.00
H -3.65441 -0.89241 -2.54568 0.021 0.050 0.007 0.00
H -0.53590 8.43754 -0.67041 -0.031 0.053 0.002 0.00
H 2.85766 1.06677 6.30202 0.008 -0.028 0.025 0.00
C -3.80860 1.12426 -4.36728 0.020 0.029 -0.013 0.00
C -1.49275 -5.02951 2.98356 -0.016 -0.031 -0.231 0.00
C 4.44504 -5.02191 2.38491 -0.075 0.011 -0.056 0.00
H -1.68553 6.31954 -1.58161 -0.036 0.017 -0.005 0.00
C 1.38754 -5.86974 -3.11350 0.069 0.014 0.018 0.00
N 1.42175 4.45747 0.55788 -0.182 0.087 -0.365 0.01
C 4.20621 -4.12626 1.35475 -0.013 0.043 0.007 0.00
S 2.81042 -0.08706 0.16010 -0.058 -0.433 -0.309 0.04
F 5.22488 -3.48958 0.77421 0.015 0.009 0.005 0.00
H 4.27948 3.16242 2.24992 -0.014 -0.011 0.003 0.00
H -1.90031 2.65709 -2.07566 0.082 0.046 0.046 0.00
H 1.29890 7.71267 0.42114 -0.004 -0.060 0.010 0.00
H -2.96607 1.37489 0.63320 0.033 0.064 -0.033 0.00
C -1.37604 6.81166 0.50562 -0.233 0.098 0.063 0.00
C 1.29164 2.82668 -1.88700 -0.031 0.063 0.101 0.03
H 4.10924 -1.50685 -3.77096 -0.019 0.038 -0.015 0.00
As -1.75040 0.24783 -1.31734 -0.259 -0.158 -0.186 0.04
C 2.35677 -0.36472 -3.29274 0.078 -0.179 -0.108 0.00
C -3.13459 -6.90149 1.83220 0.011 0.001 -0.029 0.00
H 0.86230 -1.70798 4.79634 0.021 0.013 0.036 0.00
H -2.11778 -1.54977 -3.13806 0.105 0.045 0.035 0.00
H -4.33039 2.84156 -1.50660 -0.005 0.028 -0.022 0.00
C 1.33887 -5.54877 -1.76556 -0.167 0.090 0.059 0.00
H -2.72630 -2.02013 -1.54281 0.064 -0.089 0.026 0.00
F 2.41380 -5.85501 -1.02833 0.079 -0.081 -0.108 0.00
F -0.69567 -4.12122 3.56179 -0.068 -0.024 0.185 0.00
S -0.14962 1.28275 2.04665 -0.145 -0.008 -0.029 0.44
C -0.84608 -4.71938 -2.03307 0.125 -0.069 0.168 0.00
H -3.01970 7.18543 1.85165 0.015 0.026 -0.007 0.00
H -1.44060 7.08081 2.65029 -0.017 0.000 0.009 0.00
H 3.52392 -0.28116 5.34496 -0.003 -0.003 0.026 0.00
C 0.29593 0.92869 5.43155 0.139 0.017 -0.161 0.00
F -1.97534 -4.23278 -1.50357 -0.090 0.044 -0.159 0.00
H -0.00404 0.27015 6.24684 0.029 -0.018 -0.017 0.00
C -2.26007 6.33157 -0.65295 0.230 -0.099 0.102 0.01
C 1.23956 -1.00038 4.05749 0.006 0.175 -0.035 0.02
C -0.82505 -4.99716 -3.38472 0.001 0.049 -0.017 0.00
H 0.49618 -0.91934 3.26712 -0.023 -0.038 -0.024 0.01
C 1.52891 0.34538 4.73064 -0.193 -0.179 0.195 0.00
H -3.01746 0.63612 -4.92604 0.010 -0.008 0.029 0.00
H 0.53608 1.91052 5.84451 -0.029 -0.014 0.028 0.00
C 1.43218 -1.58358 -3.20050 0.074 0.177 0.220 0.00
H -0.48768 8.71717 1.08809 -0.015 0.033 -0.023 0.00
H 4.46382 0.10357 -3.11563 0.011 -0.031 0.005 0.00
H 2.61624 -0.65193 -5.39126 0.024 -0.015 0.009 0.00
H -2.25632 5.61032 2.09265 0.000 -0.025 -0.009 0.00
N 2.03317 1.31069 3.70790 0.000 0.096 -0.325 0.02
C 0.31084 -5.57352 -3.92870 -0.005 0.026 0.117 0.00
C 3.80950 -0.76664 -3.02769 -0.067 0.177 0.102 0.00
C 1.43156 1.94294 -2.89292 0.109 0.041 -0.068 0.03
H -3.10249 7.01185 -0.77733 0.011 0.004 0.049 0.00
H 0.96415 3.85013 -1.93143 -0.050 -0.004 0.011 0.00
H 3.93679 -1.19624 -2.04241 -0.008 -0.055 0.163 0.00
C -3.51141 1.73867 -3.15163 -0.104 0.046 -0.012 0.00
H 1.79752 -2.36513 -3.87248 -0.003 0.099 -0.013 0.00
C -2.10797 -6.31851 1.10702 0.177 0.086 0.245 0.00
F 1.11760 -6.21814 3.05907 0.131 -0.119 0.138 0.00
F 3.63920 -6.58614 3.94186 0.010 -0.008 0.019 0.00
F 2.67520 -3.14657 -0.11990 0.186 0.053 -0.088 0.00
C 3.43863 2.59555 2.60545 0.043 -0.011 -0.087 0.01
C -1.27633 -5.35673 1.65340 0.022 0.143 -0.146 0.00
Pd 0.40956 -0.31627 -0.22074 -0.367 -0.300 0.081 0.50
C -2.12221 1.73372 -2.60784 0.118 -0.192 0.247 0.03
C 2.01717 0.91985 -0.98559 0.843 0.435 -0.526 -0.01
C 1.83090 -4.60945 1.48739 -0.241 0.159 -0.073 0.00
H -3.03208 -0.38840 0.70585 0.004 -0.026 -0.036 0.00
H 1.26016 0.40301 -5.02227 0.038 -0.048 -0.051 0.00
C 3.39501 -5.71438 2.96027 -0.022 -0.059 0.061 0.00
C 1.43480 1.68403 2.53960 0.140 0.128 0.304 0.04
H -2.64395 5.33372 -0.46935 -0.042 -0.115 -0.019 0.01
C -4.54593 2.36439 -2.45683 0.062 0.006 -0.012 0.00
C -2.65187 -1.20319 -2.25396 0.001 -0.043 0.049 0.00
C 1.15844 6.65062 0.47952 0.155 0.085 -0.009 0.01
F -4.30328 -7.10041 3.85999 -0.055 -0.040 0.056 0.00
C 2.10432 -5.50485 2.50259 -0.025 0.215 -0.155 0.00
C 2.61621 0.13825 5.78133 0.063 0.035 -0.013 0.00
```
Forces are in eV/Å.

---

2.
A structure of composition C48H49BrIN15Ti at a distorted geometry. Source: the OMol25 dataset; level of theory: wB97M-V/def2-TZVPD.

Calculated values
Kohn-Sham gap	4.94	eV
net charge	+4
relative energy (zero: lowest compared OMol25 entry of this formula, charge and spin)	60.48	kJ/mol

```
115
Properties=species:S:1:pos:R:3:forces:R:3:lowdin_charge:R:1
C -2.74297 7.60763 -2.36716 -0.007 -0.002 -0.012 -0.04
H 4.10789 5.50874 6.22460 0.000 -0.047 0.015 0.13
H -1.63367 -6.01466 0.21645 0.069 0.031 0.069 0.14
H -2.47664 1.49738 -2.88129 -0.097 0.067 0.076 0.11
H 0.11331 6.15237 6.91367 -0.020 -0.011 -0.033 0.13
C 3.53122 -9.52259 1.41431 0.093 0.095 0.163 -0.03
H -0.74805 -5.38527 -1.93999 0.006 0.007 -0.016 0.13
H -2.49086 -5.14399 -2.03825 0.010 -0.036 0.033 0.16
H 2.62393 -11.21634 0.44703 -0.017 -0.004 -0.017 0.13
C 3.09070 5.23997 5.96724 -0.221 -0.252 -0.250 -0.08
N 1.01326 -1.35487 0.44007 0.352 -0.818 -0.563 -0.04
C -3.55182 6.50711 -2.60835 -0.010 0.017 -0.012 -0.06
C -1.99406 0.94567 -2.08299 -0.055 -0.180 -0.262 -0.22
N -1.33901 -3.40030 -1.95864 -0.047 0.147 0.090 -0.03
C 3.51100 -8.17381 1.65700 0.038 0.053 -0.045 0.02
H -2.68066 -4.60842 0.29875 0.079 0.057 0.153 0.16
I -2.61275 3.73570 0.58975 -0.287 0.226 -0.063 1.05
H 4.31504 -10.12887 1.84676 -0.003 -0.014 -0.015 0.12
N 2.12382 5.87267 6.61131 0.167 0.489 0.463 0.11
C 2.48085 -7.43222 1.05609 -0.333 -0.342 -0.328 -0.20
C 2.55127 -10.15010 0.61243 -0.160 0.109 -0.060 -0.02
H -0.29580 -2.48939 -3.54164 -0.025 0.000 0.038 0.10
H -4.15870 4.56562 -1.92445 -0.005 0.008 0.003 0.09
C 0.85176 3.95137 -0.86094 0.070 -0.047 0.160 -0.05
C 1.50548 -9.45026 0.04693 -0.064 -0.254 -0.043 0.01
C -0.19100 -1.65919 1.03143 -0.163 -0.138 0.038 -0.20
N 0.61023 -7.08635 -0.09551 -0.123 -0.008 0.066 0.17
C 0.71971 -4.52476 0.17161 0.256 0.056 -0.060 -0.08
H -2.25240 2.42813 -4.81770 0.013 -0.032 0.031 0.12
C 0.48819 4.66497 5.39115 -0.106 -0.010 0.038 0.01
H 0.43918 4.95745 -0.94816 -0.072 -0.018 0.012 0.06
C 2.82060 4.27813 5.00168 0.124 -0.033 -0.011 0.01
H -0.09869 -7.23569 -0.79269 0.003 0.082 -0.049 0.15
N 4.51070 1.35676 -0.78061 0.171 0.046 -0.097 0.15
H -0.25841 4.40069 -4.80916 -0.011 -0.030 0.009 0.14
H 3.01706 3.17469 2.57878 -0.007 0.008 0.009 0.13
H 2.34162 3.94699 -3.43646 -0.040 -0.018 -0.032 0.14
C -1.74444 0.92575 2.37524 -0.264 -0.016 -0.024 -0.24
Br -0.71009 6.62851 1.10899 -0.102 0.062 -0.162 0.75
N 0.43080 1.29475 1.57040 0.175 0.265 0.715 0.03
C -1.85499 6.54030 -0.40721 0.074 -0.162 0.195 -0.73
H -1.96237 -2.97232 -3.96091 -0.018 0.024 0.072 0.11
C 1.16161 -5.89607 0.34550 0.085 -0.244 -0.046 -0.31
C -2.65568 5.43094 -0.66338 0.195 -0.092 0.198 -0.70
C -1.74216 -0.50092 -2.50211 -0.279 0.187 -0.134 -0.17
C -1.03021 -2.72793 0.40350 0.060 0.505 -0.064 -0.14
C 0.41203 3.62505 -4.43444 0.085 0.214 -0.047 -0.07
H -0.80679 2.53516 4.42791 0.007 0.036 0.000 0.13
C 1.66888 1.83433 1.61792 0.072 0.107 0.149 -0.17
C -4.13339 -0.15847 1.87770 0.046 0.079 0.132 -0.04
C 1.27372 4.10237 -3.27490 0.084 -0.047 -0.085 -0.07
H -2.68431 -0.99549 -2.75584 0.038 -0.054 -0.001 0.14
H 0.09852 -3.91800 2.63303 0.009 0.065 -0.115 0.13
N -3.94245 0.36810 3.07922 -0.160 -0.071 0.036 0.15
C 1.49016 3.98269 4.69655 0.041 0.099 0.103 -0.17
C 2.45368 0.61419 -1.67840 0.003 0.119 -0.136 -0.09
H 1.87745 0.20393 -2.50031 -0.001 -0.026 0.017 0.13
C 1.63582 -3.62350 -0.27060 -0.228 -0.415 0.133 0.07
N -0.64829 -4.17420 0.65377 0.082 0.209 -0.128 -0.15
H -1.28902 8.49720 -1.06171 0.003 -0.008 0.010 0.12
H -0.23670 -1.55646 2.11050 -0.024 0.123 -0.029 0.14
C -1.07171 -3.23552 -3.39185 -0.005 0.021 -0.272 0.02
H -0.85794 2.01770 -5.80001 0.045 -0.001 0.022 0.11
H -1.44246 0.84809 -4.64463 0.012 0.083 -0.011 0.07
H 4.36419 0.64124 -2.70376 -0.081 -0.033 -0.038 0.14
C 3.86652 1.66662 0.33134 -0.220 0.014 0.069 0.00
N -0.72290 1.54846 -1.65911 -0.187 -0.724 0.122 -0.03
H 1.12140 5.15999 -3.05945 -0.023 -0.028 0.052 0.14
N -1.11051 -1.13183 -1.33638 -0.001 0.124 -0.205 -0.01
C 1.47278 -8.08633 0.30273 0.419 0.261 0.284 -0.16
C 3.81662 0.85865 -1.79464 -0.027 0.003 0.122 -0.05
C -1.57889 -4.78862 -1.55449 0.121 0.011 0.131 -0.08
C -1.29146 1.90902 -4.80801 -0.062 -0.110 -0.074 0.00
C -3.51109 5.41536 -1.75409 -0.022 -0.079 -0.060 -0.16
H 1.88759 4.05718 -0.53582 0.016 -0.071 0.058 0.11
H -5.11165 -0.57817 1.67631 0.028 -0.021 -0.088 0.14
H -2.03036 -2.63489 0.83648 -0.021 -0.095 -0.015 0.16
H 4.46155 2.07715 1.13882 -0.054 -0.002 0.029 0.14
C 2.49276 1.46388 0.45675 0.180 0.130 -0.245 -0.17
H 0.26539 3.40912 -0.12826 0.013 -0.018 0.069 0.02
C -1.71266 -4.96427 -0.05272 -0.238 -0.188 -0.417 -0.05
C -0.15649 2.40743 -2.53013 0.378 0.410 -0.238 -0.31
C 2.04668 2.70103 2.61649 0.021 -0.165 -0.083 0.10
H 2.51596 -1.77194 -0.85015 -0.071 0.006 -0.121 0.13
C -0.69629 -4.45854 2.12635 -0.094 -0.190 0.525 0.08
C 1.70256 -2.19570 -0.26747 0.334 0.685 0.511 -0.03
N 0.80254 3.28862 -2.15026 -0.229 -0.018 0.073 -0.07
H -2.77649 8.46354 -3.02724 -0.012 0.013 0.012 0.13
C -3.12615 -0.17123 0.92358 -0.002 -0.030 -0.139 -0.10
H -0.54461 -5.52212 2.29571 0.005 -0.013 -0.144 0.13
N 2.27392 -6.08757 1.02465 0.039 0.310 0.081 0.21
H -1.09331 -0.51483 -3.37991 -0.019 -0.091 0.101 0.10
H -2.62737 1.32537 4.31935 0.076 0.020 -0.029 0.14
C 1.15027 3.00804 3.65556 0.033 0.017 0.039 -0.07
H 3.64597 3.75204 4.53950 -0.008 0.021 -0.018 0.11
C -1.15882 -2.41391 -1.08567 -0.243 -0.359 0.004 -0.25
N -1.92355 0.36761 1.15776 -0.738 0.450 0.751 0.00
C 0.85597 5.60296 6.34804 0.040 -0.279 -0.277 -0.08
C -2.76185 0.90447 3.33024 0.161 0.045 -0.146 -0.02
C -0.09638 2.36464 3.63329 -0.099 -0.138 -0.168 0.10
H 4.25282 -7.67714 2.26653 0.054 -0.059 -0.018 0.13
H -2.68353 0.97328 -1.24024 -0.059 0.086 -0.063 0.07
H 0.76025 -9.94093 -0.56484 0.003 -0.040 0.039 0.12
H -1.67192 -4.17089 2.51763 -0.017 0.064 -0.113 0.13
H -3.29750 -0.62625 -0.04194 0.020 0.042 -0.025 0.12
N 1.80153 0.90461 -0.55306 0.908 0.568 0.032 0.00
H -0.69691 -4.17912 -3.78427 -0.013 -0.029 0.068 0.11
H 1.00648 3.25973 -5.27083 -0.045 -0.055 0.004 0.14
H 2.52743 -4.09013 -0.67012 0.001 -0.016 0.014 0.14
H -0.56283 4.50572 5.18820 0.006 0.026 -0.027 0.11
N -0.36788 2.52265 -3.85723 0.011 -0.068 -0.012 -0.04
Ti -0.15128 0.26716 -0.07230 -0.045 -1.080 -0.679 1.07
C -0.42926 1.54279 2.57744 0.127 0.356 0.210 -0.20
H -4.22985 6.50214 -3.45095 -0.007 0.005 0.003 0.12
C -1.90034 7.62875 -1.26637 0.035 0.064 0.014 -0.10
```
Forces are in eV/Å.

---

Among the records above, which one has the highest net charge? C48H49BrIN15Ti

---

What is the net charge in the second record? +4